Entry 1:
Density functional theory data (wB97M-V/def2-TZVPD) for C50H122N6O18S5 as an isolated structure.

Each line ends with the Löwdin charge.
CARTESIAN COORDINATES (ANGSTROEM)
C (-0.496, -4.213, -0.806)  -0.048
C (0.124, -4.436, 0.613)  -0.434
C (0.707, -5.834, 0.733)  -0.017
O (0.984, -3.431, 1.058)  -0.274
H (0.285, -4.216, -1.567)  0.069
H (-1.038, -3.269, -0.854)  0.056
H (-1.209, -5.022, -0.966)  0.092
H (-0.753, -4.318, 1.249)  0.103
H (1.163, -5.980, 1.712)  0.081
H (1.470, -5.998, -0.029)  0.085
H (-0.106, -6.559, 0.696)  0.085
H (0.386, -2.691, 1.183)  0.004
C (-0.243, -3.394, 3.434)  -0.006
C (-1.749, -3.301, 3.820)  -0.383
C (-2.088, -3.218, 5.247)  -0.034
O (-2.308, -2.160, 3.120)  -0.089
H (-0.038, -3.287, 2.369)  0.024
H (0.117, -4.387, 3.704)  0.107
H (0.316, -2.593, 3.917)  0.065
H (-2.278, -4.148, 3.384)  0.111
H (-2.122, -4.215, 5.685)  0.089
H (-3.061, -2.752, 5.404)  0.087
H (-1.342, -2.563, 5.698)  0.070
H (-1.979, -1.337, 3.488)  -0.264
C (-4.752, -0.146, -0.113)  -0.049
C (-5.325, -1.417, -0.713)  -0.411
C (-5.311, -2.582, 0.342)  -0.160
O (-3.981, -2.813, 0.733)  -0.232
C (-3.732, -3.932, 1.510)  -0.103
N (-6.643, -1.171, -1.328)  0.066
H (-5.193, 0.035, 0.867)  0.101
H (-4.980, 0.716, -0.739)  0.079
H (-3.678, -0.295, -0.005)  0.061
H (-4.577, -1.765, -1.426)  0.059
H (-5.715, -3.480, -0.126)  0.120
H (-5.889, -2.365, 1.240)  0.133
H (-2.683, -3.972, 1.803)  0.056
H (-4.088, -4.869, 1.081)  0.104
H (-4.314, -3.816, 2.425)  0.106
H (-6.788, -1.842, -2.069)  0.064
H (-6.409, -0.421, -1.963)  0.066
C (-2.799, 0.733, 5.471)  -0.021
C (-2.246, 0.683, 4.080)  -0.269
C (-1.252, 1.832, 3.719)  -0.156
O (-0.933, 1.689, 2.374)  -0.271
C (0.228, 2.428, 2.013)  -0.101
N (-1.457, -0.558, 3.914)  0.135
H (-1.979, 0.773, 6.187)  0.085
H (-3.430, -0.149, 5.591)  0.086
H (-3.377, 1.609, 5.765)  0.084
H (-3.059, 0.699, 3.354)  0.135
H (-0.349, 1.721, 4.320)  0.106
H (-1.720, 2.747, 4.082)  0.139
H (1.137, 2.062, 2.489)  0.088
H (0.088, 3.493, 2.196)  0.073
H (0.362, 2.313, 0.938)  0.081
H (-0.624, -0.463, 4.476)  0.092
H (-1.024, -0.329, 3.030)  0.057
C (0.405, -1.016, 2.084)  -0.077
C (-0.842, -1.043, 1.143)  -0.246
C (-0.581, -0.622, -0.347)  -0.110
O (-0.315, 0.768, -0.422)  -0.177
C (0.493, 1.234, -1.542)  -0.104
N (-1.347, -2.398, 1.143)  -0.023
H (0.802, -0.007, 2.195)  0.066
H (1.171, -1.583, 1.555)  0.090
H (0.282, -1.396, 3.099)  0.047
H (-1.592, -0.375, 1.567)  0.122
H (-1.463, -0.676, -0.985)  0.037
H (0.247, -1.224, -0.722)  0.121
H (1.529, 0.911, -1.441)  0.034
H (0.552, 2.320, -1.609)  0.064
H (0.174, 0.928, -2.538)  0.063
H (-1.909, -2.495, 1.977)  -0.087
H (-2.038, -2.349, 0.409)  0.074
C (1.070, 3.624, -5.694)  -0.074
C (-0.376, 3.298, -5.485)  -0.462
C (-1.024, 3.734, -4.135)  -0.098
O (-0.280, 3.199, -3.047)  -0.255
C (-0.129, 4.072, -1.888)  -0.152
N (-0.959, 3.892, -6.613)  0.037
H (1.649, 3.241, -4.854)  0.020
H (1.143, 4.710, -5.627)  0.112
H (1.567, 3.235, -6.583)  0.095
H (-0.481, 2.223, -5.633)  0.096
H (-2.050, 3.370, -4.078)  0.131
H (-1.101, 4.820, -4.175)  0.138
H (-0.991, 4.564, -1.437)  0.031
H (0.591, 4.878, -2.027)  0.130
H (0.380, 3.598, -1.049)  0.045
H (-0.374, 3.704, -7.415)  0.082
H (-1.854, 3.445, -6.753)  0.085
C (1.995, 2.694, 4.834)  -0.066
C (2.513, 1.250, 4.505)  -0.320
C (1.399, 0.191, 4.404)  -0.215
O (0.677, 0.035, 5.617)  -0.218
C (1.225, -0.901, 6.546)  -0.048
N (3.283, 1.345, 3.245)  0.069
H (2.798, 3.378, 5.109)  0.091
H (1.316, 2.605, 5.682)  0.078
H (1.413, 3.149, 4.032)  0.031
H (3.213, 1.058, 5.318)  0.124
H (1.845, -0.741, 4.057)  0.136
H (0.702, 0.448, 3.606)  0.060
H (1.017, -1.894, 6.146)  0.075
H (0.869, -0.871, 7.576)  0.098
H (2.302, -0.775, 6.437)  0.089
H (3.831, 2.194, 3.275)  0.078
H (2.643, 1.603, 2.508)  -0.167
C (2.199, 4.227, 2.409)  -0.073
C (2.782, 3.932, 1.026)  -0.302
C (2.376, 2.552, 0.465)  -0.133
O (2.682, 1.514, 1.402)  -0.174
C (2.631, 0.207, 0.832)  -0.041
N (2.241, 4.973, 0.131)  0.044
H (2.349, 5.259, 2.727)  0.109
H (2.780, 3.645, 3.124)  0.035
H (1.184, 3.852, 2.542)  0.017
H (3.863, 3.971, 1.161)  0.146
H (3.012, 2.448, -0.414)  0.093
H (1.360, 2.575, 0.069)  0.081
H (1.570, 0.104, 0.605)  0.088
H (2.974, -0.577, 1.507)  0.067
H (3.211, 0.081, -0.082)  0.049
H (1.253, 4.773, 0.081)  0.010
H (2.248, 5.880, 0.575)  0.088
C (-1.762, -4.799, -3.433)  -0.163
C (-3.154, -4.858, -2.737)  -0.185
C (-3.537, -3.510, -2.150)  -0.200
S (-2.578, -2.204, -3.093)  0.789
O (-2.223, -1.121, -2.148)  -0.354
O (-3.299, -1.943, -4.316)  -0.299
C (-1.154, -3.361, -3.302)  -0.224
H (-1.710, -5.024, -4.498)  0.113
H (-1.082, -5.546, -3.022)  0.104
H (-3.098, -5.573, -1.916)  0.103
H (-3.866, -5.337, -3.409)  0.114
H (-3.115, -3.408, -1.150)  0.073
H (-4.583, -3.203, -2.120)  0.085
H (-0.517, -3.206, -2.431)  0.042
H (-0.546, -2.931, -4.097)  0.037
C (3.311, -3.465, 0.611)  -0.117
C (4.223, -2.259, 1.151)  -0.154
C (4.702, -1.486, -0.092)  -0.181
S (3.383, -1.666, -1.457)  0.817
O (3.951, -2.317, -2.616)  -0.284
O (2.589, -0.447, -1.563)  -0.554
C (2.358, -2.853, -0.521)  -0.180
H (2.807, -3.973, 1.433)  0.103
H (3.987, -4.187, 0.152)  0.112
H (5.068, -2.661, 1.709)  0.115
H (3.676, -1.595, 1.821)  0.065
H (5.598, -1.852, -0.593)  0.115
H (4.955, -0.426, -0.107)  -0.012
H (1.944, -3.599, -1.200)  0.096
H (1.559, -2.244, -0.099)  0.065
C (3.479, 3.718, -2.386)  -0.198
C (2.688, 2.772, -3.258)  -0.192
C (2.881, 1.375, -2.550)  -0.245
S (4.717, 1.203, -2.327)  0.861
O (5.391, 0.839, -3.575)  -0.304
O (5.031, 0.503, -1.056)  -0.380
C (4.868, 3.069, -2.158)  -0.154
H (2.968, 3.963, -1.455)  0.052
H (3.609, 4.703, -2.835)  0.125
H (3.141, 2.867, -4.245)  0.118
H (1.636, 3.048, -3.333)  0.071
H (2.502, 0.432, -2.945)  0.065
H (2.523, 1.458, -1.524)  0.040
H (5.777, 3.424, -2.643)  0.104
H (5.049, 3.133, -1.085)  0.082
C (-2.864, 2.023, 1.247)  -0.189
C (-3.022, 2.000, -0.280)  -0.174
C (-1.921, 2.874, -0.871)  -0.169
S (-1.633, 4.293, 0.284)  0.786
O (-2.292, 5.528, -0.158)  -0.300
O (-0.227, 4.329, 0.566)  -0.415
C (-2.536, 3.467, 1.673)  -0.136
H (-2.016, 1.378, 1.478)  0.050
H (-3.675, 1.719, 1.909)  0.113
H (-3.994, 2.359, -0.619)  0.114
H (-2.843, 0.946, -0.492)  0.066
H (-2.050, 3.377, -1.830)  0.098
H (-1.000, 2.301, -0.769)  0.067
H (-3.484, 4.002, 1.722)  0.115
H (-1.814, 3.680, 2.460)  0.080
C (0.659, -0.313, -3.581)  -0.236
C (0.671, 0.979, -4.386)  -0.221
C (1.755, 0.873, -5.487)  -0.160
S (1.864, -0.896, -5.935)  0.758
O (3.220, -1.338, -5.666)  -0.316
O (1.247, -1.091, -7.263)  -0.349
C (0.759, -1.495, -4.566)  -0.175
H (-0.230, -0.424, -2.960)  0.097
H (1.506, -0.349, -2.896)  0.059
H (0.846, 1.797, -3.688)  0.055
H (-0.323, 1.238, -4.751)  0.110
H (2.701, 1.137, -5.014)  0.089
H (1.537, 1.599, -6.270)  0.079
H (0.894, -2.517, -4.213)  0.091
H (-0.237, -1.523, -5.008)  0.090

LUMO level (eV): 0.2989
Multiplicity: 1
E (Ha): -5650.4712
Max |F| (eV/Å): 12.70
HOMO (eV): -8.251
ΔE to the lowest compared entry with this formula, charge and spin (eV): 35.010

***

Entry 2:
Density functional theory data (wB97M-V/def2-TZVPD) for a 5-piece molecular cluster, C33H35F3N4O9P2 overall.

Each line ends with the Löwdin charge.
CARTESIAN COORDINATES (ANGSTROEM)
O (2.651, -7.728, -1.713)  -0.026
C (1.871, -7.247, -2.684)  -0.135
O (0.452, -7.703, -2.691)  -0.103
C (-0.345, -6.918, -3.646)  -0.182
C (-1.711, -6.245, -2.994)  -0.098
C (-1.337, -4.723, -2.475)  -0.059
C (-1.005, -4.399, -1.030)  -0.073
P (-0.997, -5.741, 0.361)  0.764
O (0.344, -6.624, 0.245)  -0.338
O (-2.438, -6.717, 0.407)  -0.206
O (-0.820, -4.875, 1.903)  -0.206
C (-0.598, -2.815, -0.678)  -0.164
O (-0.982, -2.209, 0.449)  -0.038
C (0.280, -2.058, -1.884)  0.040
C (1.485, -0.985, -1.511)  -0.010
C (1.913, -0.534, 0.007)  -0.054
C (3.150, -1.545, 0.481)  -0.139
O (4.387, -1.083, 0.704)  0.009
F (2.786, -2.985, 0.690)  -0.016
C (2.350, -0.312, -2.769)  0.034
F (3.450, 0.655, -2.407)  -0.063
C (2.013, -0.724, -4.345)  -0.036
C (2.986, -0.020, -5.493)  -0.122
C (3.809, -1.296, -6.194)  -0.145
F (3.793, -1.254, -7.675)  -0.139
C (0.780, -1.779, -4.730)  -0.172
P (0.330, -2.239, -6.548)  0.780
O (0.804, -1.112, -7.598)  -0.508
C (-0.065, -2.436, -3.477)  -0.009
C (-1.299, -3.549, -3.666)  -0.172
O (-2.210, -3.504, -4.641)  -0.027
H (2.352, -6.542, -3.486)  0.161
H (0.303, -6.031, -4.100)  0.124
H (-0.698, -7.573, -4.568)  0.145
H (-2.233, -6.916, -2.189)  0.118
H (-2.465, -6.113, -3.897)  0.131
H (-3.133, -6.364, -0.232)  0.085
H (-1.768, -4.545, 2.072)  0.088
H (1.072, -0.639, 0.814)  0.124
H (2.240, 0.614, 0.028)  0.157
H (3.839, 0.655, -5.003)  0.127
H (2.397, 0.559, -6.321)  0.127
H (4.947, -1.328, -5.865)  0.133
H (3.318, -2.334, -5.876)  0.111
H (-1.135, -2.237, -6.654)  0.033
H (0.799, -3.559, -6.884)  0.017
N (-1.413, 0.766, 0.319)  0.003
C (-2.082, 1.220, 1.425)  -0.129
C (-2.001, 2.595, 1.436)  -0.110
C (-1.262, 2.983, 0.293)  -0.119
C (-0.914, 1.834, -0.380)  -0.151
H (-1.304, -0.206, 0.058)  0.088
H (-2.555, 0.528, 2.108)  0.109
H (-2.429, 3.247, 2.186)  0.089
H (-1.012, 3.993, -0.006)  0.088
H (-0.354, 1.686, -1.294)  0.099
N (-3.037, 6.791, 0.099)  0.003
C (-3.137, 7.546, 1.238)  -0.139
C (-3.940, 6.869, 2.128)  -0.115
C (-4.332, 5.659, 1.506)  -0.117
C (-3.758, 5.636, 0.255)  -0.149
H (-2.511, 7.045, -0.728)  0.148
H (-2.632, 8.499, 1.316)  0.105
H (-4.213, 7.209, 3.119)  0.067
H (-4.965, 4.888, 1.926)  0.095
H (-3.801, 4.898, -0.535)  0.110
N (-4.650, 9.112, 5.516)  -0.003
C (-5.130, 9.818, 6.589)  -0.144
C (-4.417, 9.435, 7.703)  -0.118
C (-3.470, 8.469, 7.287)  -0.116
C (-3.634, 8.291, 5.932)  -0.148
H (-4.991, 9.186, 4.567)  0.140
H (-5.936, 10.529, 6.467)  0.104
H (-4.562, 9.812, 8.707)  0.090
H (-2.746, 7.959, 7.909)  0.091
H (-3.117, 7.650, 5.230)  0.097
N (5.480, -2.004, 3.464)  0.008
C (5.000, -1.298, 4.536)  -0.145
C (5.713, -1.680, 5.651)  -0.123
C (6.659, -2.646, 5.235)  -0.122
C (6.495, -2.825, 3.880)  -0.139
H (5.138, -1.930, 2.515)  0.096
H (4.194, -0.587, 4.415)  0.102
H (5.567, -1.303, 6.655)  0.088
H (7.383, -3.157, 5.857)  0.088
H (7.012, -3.465, 3.177)  0.106

LUMO level (eV): -3.2469
Multiplicity: 1
E (Ha): -3156.3095
Max |F| (eV/Å): 9.75
HOMO (eV): -7.851
SMILES: O=COCCC1=C(P(=O)(O)O)C(=O)c2c(CC(=O)F)c(F)c(CCF)c([PH2]=O)c2C1=O.c1cc[nH]c1.c1cc[nH]c1.c1cc[nH]c1.c1cc[nH]c1